[1]
ORCA calculation (wB97M-V/def2-TZVPD) on a single C25H32N2O5 molecule.

Properties
lowest unoccupied orbital energy: 0.61 eV
spin multiplicity: 1
energy above the lowest of the compared OMol25 structures with the same formula, charge and spin: 1.163 eV
total energy: -1457.56431 a.u.
SMILES string: COc1cc(C(=O)N(C)CCOc2ccc(C)cc2)ccc1OC1CCN(C(C)=O)CC1
Kohn-Sham gap: 8.838 eV

Each line ends with the Mulliken charge.
Element x y z (Å)
C  -1.7545  1.4509  -5.0055  -0.9588
O  -0.5594  1.3622  -4.2690  -0.4611
C  -0.6168  0.8574  -3.0081  0.7443
C  -1.7610  0.3885  -2.3908  -0.5818
C  -1.7140  -0.1258  -1.0959  -0.3993
C  -2.9977  -0.5326  -0.4491  0.2416
O  -3.9275  0.2529  -0.3564  -0.6783
N  -3.0846  -1.7997  0.0237  0.1836
C  -2.0767  -2.8191  -0.1276  -1.0160
C  -4.2755  -2.1710  0.7558  -1.4340
C  -4.1030  -1.9982  2.2664  -0.4759
O  -3.2166  -2.9937  2.7330  -0.2422
C  -2.9328  -3.0473  4.0675  0.5902
C  -2.0687  -4.0684  4.4640  -0.5073
C  -1.7206  -4.2129  5.7894  -0.5574
C  -2.2186  -3.3493  6.7602  0.6848
C  -1.8202  -3.5039  8.1971  -1.4381
C  -3.0739  -2.3370  6.3559  -0.8127
C  -3.4338  -2.1779  5.0272  -0.2185
C  -0.5138  -0.1325  -0.4081  -0.9795
C  0.6402  0.3481  -1.0116  -0.2014
C  0.6137  0.8338  -2.3081  1.1189
O  1.6783  1.2990  -3.0141  -0.4686
C  2.9420  1.4402  -2.3951  -0.1344
C  3.9728  1.5855  -3.5159  -0.5436
C  5.3608  1.8305  -2.9268  -1.0639
N  5.3494  2.9967  -2.0676  0.0937
C  6.0325  4.1078  -2.4440  1.1474
C  5.9068  5.3246  -1.5504  -1.3592
O  6.7309  4.1168  -3.4387  -0.6544
C  4.4200  2.8824  -0.9709  -1.1314
C  2.9965  2.6834  -1.4984  -0.3707
H  -2.4902  2.0880  -4.5044  0.3885
H  -2.1923  0.4631  -5.1839  0.3677
H  -1.4779  1.8990  -5.9585  0.2329
H  -2.7148  0.4139  -2.8922  0.4985
H  -1.3098  -2.4898  -0.8238  0.4878
H  -1.6202  -3.0559  0.8358  0.2519
H  -2.5414  -3.7281  -0.5177  0.2951
H  -4.5239  -3.2116  0.5360  0.4026
H  -5.0833  -1.5136  0.4251  0.4927
H  -3.7043  -0.9960  2.4713  0.4445
H  -5.0813  -2.1001  2.7551  0.4830
H  -1.6863  -4.7405  3.7114  0.3958
H  -1.0518  -5.0106  6.0790  0.3500
H  -2.5265  -3.0003  8.8524  0.3578
H  -1.7718  -4.5554  8.4726  0.3649
H  -0.8337  -3.0692  8.3622  0.2853
H  -3.4750  -1.6526  7.0898  0.3047
H  -4.1033  -1.3763  4.7577  0.3816
H  -0.4690  -0.4936  0.6082  0.4588
H  1.5594  0.3326  -0.4480  0.3673
H  3.1809  0.5421  -1.8047  0.2456
H  3.9779  0.6854  -4.1301  0.4218
H  3.6829  2.4258  -4.1475  0.2831
H  6.0878  2.0139  -3.7191  0.4727
H  5.6785  0.9607  -2.3395  0.3394
H  6.5269  6.1106  -1.9726  0.3328
H  6.2544  5.1049  -0.5436  0.3481
H  4.8771  5.6722  -1.5105  0.3299
H  4.4625  3.7637  -0.3348  0.5329
H  4.7060  2.0108  -0.3669  0.2279
H  2.2984  2.5885  -0.6656  0.5130
H  2.6984  3.5474  -2.0952  0.2256

[2]
ORCA calculation (wB97M-V/def2-TZVPD) on a molecular structure, C25H32N3PdS2Si.

Properties
lowest unoccupied orbital energy: 2.75 eV
charge: -1
spin multiplicity: 1
energy above the lowest of the compared OMol25 structures with the same formula, charge and spin: 0.000 eV
total energy: -2350.01868 a.u.
Kohn-Sham gap: 6.635 eV

Each line ends with the Mulliken charge.
Element x y z (Å)
Pd  -0.5717  -0.4097  -0.2384  0.1622
C  -0.7267  -3.3995  -0.9580  -1.1258
N  -0.0762  -2.5994  0.1008  0.9481
C  1.3977  -2.7315  -0.0234  -1.0398
C  2.1384  -1.7076  0.8254  -1.1543
N  2.0316  -0.3736  0.2570  1.4110
C  2.2724  0.6907  1.2155  -1.1904
C  2.7338  -0.2347  -0.9855  -0.3413
C  4.1106  -0.0347  -0.9841  -0.6143
C  4.8307  0.1053  -2.1579  -0.8776
C  4.1550  0.0387  -3.3691  -0.6183
C  2.7891  -0.1609  -3.3921  -0.7353
C  2.0398  -0.3088  -2.2155  0.7293
S  0.3090  -0.5415  -2.4021  -0.5225
C  -0.5078  -3.0914  1.4177  -0.6654
C  -0.3227  -4.4282  1.7584  -0.3949
C  -0.7012  -4.9117  2.9967  -0.9183
C  -1.2751  -4.0398  3.9174  -0.4556
C  -1.4640  -2.7169  3.5886  -0.7638
C  -1.0900  -2.2080  2.3320  1.2447
S  -1.3785  -0.5389  1.9766  -0.6758
H  -0.3837  -4.4389  -0.9357  0.3663
H  -0.4891  -2.9631  -1.9265  0.2921
H  -1.8028  -3.3756  -0.7967  0.2805
H  1.6487  -2.5992  -1.0769  0.8049
H  1.6957  -3.7442  0.2710  0.3681
H  3.1883  -2.0263  0.9401  0.3279
H  1.6844  -1.6812  1.8208  0.6707
H  3.2862  0.6738  1.6477  0.3403
H  1.5469  0.5996  2.0269  0.2876
H  2.1131  1.6488  0.7204  0.2962
H  4.6263  0.0195  -0.0320  0.2947
H  5.9001  0.2717  -2.1285  0.3866
H  4.6943  0.1558  -4.3018  0.3697
H  2.2612  -0.1892  -4.3369  0.4126
H  0.1309  -5.1056  1.0462  0.2683
H  -0.5495  -5.9549  3.2433  0.3649
H  -1.5788  -4.3999  4.8932  0.3564
H  -1.9150  -2.0339  4.2973  0.4241
C  -3.5229  2.1194  1.7445  -1.1875
Si  -3.0322  1.6633  -0.0438  0.2250
C  -3.8234  3.0659  -1.0763  -1.2520
C  -3.9187  0.0700  -0.5918  -0.9485
N  -1.3266  1.5195  -0.3849  0.3105
C  -0.5651  2.6536  -0.5883  -0.1372
C  -0.9222  3.9217  -0.0670  0.2341
C  -0.1607  5.0558  -0.2738  -0.8078
C  1.0269  5.0031  -0.9917  -0.6070
C  1.4149  3.7722  -1.4951  -0.3314
C  0.6480  2.6390  -1.3025  -0.3071
H  -4.5899  2.3601  1.7797  0.3880
H  -2.9833  3.0145  2.0566  0.3282
H  -3.3228  1.3433  2.4804  0.3505
H  -4.8665  2.7926  -1.2615  0.4058
H  -3.3312  3.1890  -2.0416  0.3151
H  -3.8208  4.0345  -0.5815  0.3512
H  -4.4789  -0.3931  0.2235  0.3349
H  -3.1953  -0.6683  -0.9516  0.0535
H  -4.6125  0.2910  -1.4047  0.3948
H  -1.8097  4.0197  0.5365  0.1212
H  -0.4963  5.9948  0.1539  0.3618
H  1.6307  5.8887  -1.1450  0.3507
H  2.3369  3.6799  -2.0591  0.4247
H  0.9702  1.7146  -1.7469  0.3141

[3]
ORCA calculation (wB97M-V/def2-TZVPD) on a molecular structure, C25H32N6O2SW at a distorted geometry.

Properties
lowest unoccupied orbital energy: -14.31 eV
charge: +4
spin multiplicity: 1
energy above the lowest of the compared OMol25 structures with the same formula, charge and spin: 0.456 eV
total energy: -1914.71613 a.u.
Kohn-Sham gap: 5.760 eV

Each line ends with the Mulliken charge.
Element x y z (Å)
W  0.3966  -0.0549  0.3158  1.2935
C  3.4113  0.6751  -0.3846  -1.0060
N  2.5317  -0.5194  -0.0989  -0.9232
C  2.8058  -1.5670  -1.1732  -0.7366
C  2.0856  -1.4159  -2.5203  -0.7261
C  1.2752  -0.1578  -2.7551  -1.1075
N  0.0851  -0.0865  -1.8699  -0.4228
C  -1.0697  -0.2467  -2.4261  0.2998
C  -2.3726  -0.1721  -1.8019  0.8681
C  -3.5194  -0.3038  -2.5846  -1.0295
C  -4.7783  -0.1563  -2.0068  -0.8665
C  -4.8985  0.1382  -0.6553  -0.6531
C  -3.7681  0.2884  0.1558  -0.7489
C  -2.5488  0.1188  -0.4454  0.2597
O  -1.3736  0.2452  0.2907  0.6392
C  3.0626  -1.1522  1.1939  -1.0953
C  2.8341  -0.3005  2.4404  -0.2565
C  1.5791  -0.7191  3.1877  -1.2141
N  0.4701  -0.9560  2.2171  0.0137
C  -0.5101  -1.7423  2.5949  -0.3318
C  -1.3971  -2.4255  1.7218  0.4383
C  -2.4769  -3.1776  2.2195  -0.7504
C  -3.1275  -4.0689  1.3902  -0.9240
C  -2.6674  -4.2655  0.0849  -0.6824
C  -1.5801  -3.5566  -0.4245  -0.7176
C  -0.9915  -2.6194  0.3913  0.6431
O  0.0686  -1.8623  -0.0682  0.0716
H  4.4376  0.4022  -0.1391  0.4058
H  3.1309  1.5322  0.2199  0.3938
H  3.3725  0.9240  -1.4389  0.4343
H  2.5558  -2.5281  -0.7324  0.4683
H  3.8882  -1.5468  -1.3066  0.6701
H  1.4198  -2.2688  -2.6570  0.2370
H  2.8230  -1.4820  -3.3208  0.5429
H  0.9314  -0.1394  -3.7894  0.7919
H  1.8532  0.7547  -2.6109  0.1447
H  -1.0805  -0.4004  -3.5053  0.5340
H  -3.4293  -0.5158  -3.6435  0.5276
H  -5.6638  -0.2611  -2.6191  0.4972
H  -5.8799  0.2624  -0.2159  0.5151
H  -3.8517  0.5303  1.2068  0.5997
H  4.1245  -1.3208  1.0125  0.8426
H  2.5908  -2.1301  1.2845  0.4636
H  2.7963  0.7591  2.1736  -0.0687
H  3.6877  -0.4008  3.1111  0.4414
H  1.2740  0.0144  3.9315  0.4531
H  1.7520  -1.6726  3.6880  0.6610
H  -0.5811  -1.9722  3.6584  0.7615
H  -2.7818  -3.0662  3.2533  0.5319
H  -3.9630  -4.6473  1.7601  0.5229
H  -3.1563  -4.9955  -0.5484  0.5153
H  -1.2098  -3.7365  -1.4249  0.5699
N  0.6000  2.0346  -0.5328  -0.4386
H  0.4918  2.0783  -1.5430  0.3402
H  1.4565  2.5319  -0.2680  0.1537
H  -0.1593  2.5733  -0.1181  0.3987
S  0.0916  1.8144  2.2181  -0.4037
C  1.2777  3.0972  2.3978  0.5333
N  1.0619  3.9130  3.4608  -0.0018
C  1.8524  4.9745  3.7290  -0.0028
C  2.9205  5.2247  2.9035  -0.8743
C  3.0939  4.3613  1.8308  -0.0474
N  2.2862  3.3145  1.5812  -0.2073
H  0.2648  3.7367  4.0674  0.3065
H  1.5857  5.5699  4.5939  0.4894
H  3.5854  6.0578  3.0827  0.4544
H  3.9061  4.5169  1.1299  0.5084